The following is a DFT calculation (ωB97M-V/def2-TZVPD) of a molecular structure, C51H51BFIrN8O4P.

Element x y z (Å)
Ir -0.5228 0.5206 1.2176
C 0.4445 0.1291 -2.4287
C 0.9831 1.2044 -1.5642
C 1.8915 2.1827 -1.9731
C 2.0213 3.0463 -0.9107
C 2.8314 4.2936 -0.8125
N 1.2386 2.5936 0.0821
N 0.6123 1.4420 -0.3037
B 0.8739 3.3179 1.3847
N 1.2815 2.4983 2.5918
N 0.6593 1.3165 2.7271
C 1.0635 0.7637 3.8715
C 0.7209 -0.6139 4.3198
C 1.9470 1.6487 4.4964
C 2.0685 2.7311 3.6504
C 2.8813 3.9743 3.7821
N -0.6726 3.4611 1.4237
N -1.5173 2.3975 1.2583
C -2.7606 2.8953 1.2528
C -4.0169 2.1451 0.9978
C -2.7100 4.2762 1.4438
C -1.3745 4.5953 1.5457
C -0.7443 5.9324 1.7480
H 0.1877 0.5639 -3.3961
H -0.4416 -0.3103 -1.9934
H 1.1791 -0.6569 -2.5980
H 2.3530 2.2659 -2.9424
H 3.3853 4.4351 -1.7386
H 3.5414 4.2431 0.0134
H 2.1983 5.1671 -0.6566
H 1.3810 4.3968 1.4074
H -0.2955 -0.8801 4.0516
H 0.8268 -0.6843 5.4014
H 1.4155 -1.3261 3.8660
H 2.4524 1.4958 5.4344
H 3.4558 3.9403 4.7054
H 2.2513 4.8646 3.8027
H 3.5777 4.0762 2.9490
H -4.0453 1.1782 1.4746
H -4.1705 2.0218 -0.0752
H -4.8556 2.7213 1.3858
H -3.5498 4.9481 1.4937
H -1.5220 6.6923 1.7940
H -0.0626 6.1825 0.9347
H -0.1744 5.9652 2.6768
O -3.6799 0.0199 3.8611
C -2.9342 -0.1767 2.9250
O -1.6989 0.2297 2.8862
C -3.4156 -0.9923 1.7295
P -2.1531 -1.0685 0.3773
C -1.8447 -2.8555 0.6870
C -1.1371 -3.1901 1.8432
C -1.0828 -4.5029 2.2745
C -1.7373 -5.5005 1.5615
C -2.4402 -5.1708 0.4168
C -2.5030 -3.8503 -0.0192
C -3.0803 -1.0377 -1.1975
C -2.4960 -1.6052 -2.3343
C -3.1478 -1.5623 -3.5560
C -4.3902 -0.9529 -3.6661
C -4.9852 -0.4033 -2.5422
C -4.3379 -0.4521 -1.3149
H -4.4343 -0.7592 1.4334
H -3.4632 -2.0056 2.1290
H -0.6361 -2.4171 2.4148
H -0.5215 -4.7495 3.1663
H -1.6930 -6.5277 1.8994
H -2.9588 -5.9383 -0.1441
H -3.0813 -3.6137 -0.9014
H -1.5345 -2.0913 -2.2494
H -2.6839 -2.0114 -4.4251
H -4.8965 -0.9175 -4.6220
H -5.9603 0.0606 -2.6140
H -4.8329 -0.0412 -0.4476
O 2.8429 0.1118 1.8777
C 2.3483 -0.8002 1.2581
N 3.0905 -1.8206 0.7348
C 2.3339 -2.7221 -0.0787
C 0.9765 -1.9777 -0.0434
O 0.0638 -2.2826 -0.7895
N 0.9884 -0.9949 0.8994
C 2.9423 -2.8727 -1.4762
C 2.1821 -3.0291 -2.6309
C 2.7978 -3.2063 -3.8635
C 4.1784 -3.2441 -3.9640
C 4.9449 -3.1088 -2.8157
C 4.3303 -2.9269 -1.5879
C 2.1375 -4.1028 0.5604
C 1.4984 -5.1150 -0.1497
C 1.3408 -6.3713 0.4091
C 1.8177 -6.6361 1.6860
C 2.4400 -5.6282 2.4043
C 2.5969 -4.3659 1.8448
H 4.0706 -1.8697 0.9403
H 1.1047 -3.0072 -2.5650
H 2.1864 -3.3172 -4.7503
H 4.6546 -3.3840 -4.9256
H 6.0250 -3.1453 -2.8736
H 4.9550 -2.8361 -0.7085
H 1.1195 -4.9183 -1.1434
H 0.8396 -7.1476 -0.1551
H 1.7016 -7.6218 2.1182
H 2.8101 -5.8201 3.4035
H 3.0778 -3.5828 2.4164
F 1.2069 6.2046 -3.9339
C 0.3559 5.2142 -3.5892
C 0.0700 4.2258 -4.5158
C -0.7902 3.2089 -4.1571
C -1.3681 3.1551 -2.8656
C -2.1892 2.0916 -2.4663
C -1.0574 4.2048 -1.9659
C -0.2061 5.2271 -2.3227
H 0.5227 4.2694 -5.4973
H -1.0263 2.4284 -4.8706
H -2.4207 1.2770 -3.1377
H -2.5454 2.0416 -1.4485
H -1.5074 4.1917 -0.9816
H 0.0319 6.0347 -1.6423

The lowest unoccupied orbital energy (spin up / spin down) is 0.50 / -0.40 eV. The calculation puts the total energy at -89353.2243 eV. For the HOMO energy (spin up / spin down), the calculation gives -7.21 / -8.37 eV. As for the maximum force: 0.0102 Eh/bohr. Its expectation value of S² is 0.790. As for the multiplicity: 2. The calculation puts the gap between HOMO and LUMO (spin up / spin down) at 0.283 / 0.293 hartree.

Results of the Mulliken charge analysis, in e, for atoms 1 through 99: Ir 2.3086; C -0.7638; C -0.1817; C -0.9914; C 0.5766; C -1.7285; N 1.1584; N 0.5479; B -1.2001; N 0.4411; N -0.1982; C 0.7264; C -1.1002; C -1.5888; C 0.9879; C -1.4203; N 0.8659; N 0.0998; C 0.5820; C -1.0759; C -1.7467; C 0.9693; C -1.5801; H 0.6355; H -0.5037; H 0.1297; H 0.5939; H 0.4108; H 0.3091; H 0.2335; H -0.0661; H -0.0141; H 0.5611; H 0.0307; H 0.5373; H 0.4196; H 0.2125; H 0.2183; H 0.0450; H 0.1540; H 0.5499; H 0.5489; H 0.3857; H 0.2404; H 0.2768; O -0.7642; C 0.0128; O -0.7221; C -1.2151; P 2.6433; C 0.2863; C -0.1022; C -0.5389; C -0.8006; C -0.8630; C -0.7798; C 0.3664; C -0.1636; C -0.9782; C -0.9013; C -0.8002; C -0.7244; H 1.0916; H 0.4900; H -0.1359; H 0.4743; H 0.4161; H 0.4337; H 0.3288; H 0.4052; H 0.4880; H 0.3762; H 0.4518; H 0.3199; O -0.6828; C -1.2245; N 0.0527; C 1.8485; C -0.5624; O -0.0813; N 1.0826; C 0.2578; C 0.0616; C -1.2858; C -0.6143; C -0.9135; C -0.5469; C -0.1107; C 0.4190; C -0.9808; C -0.5681; C -1.0283; C -0.3371; H 0.3910; H 0.6157; H 0.4428; H 0.4125; H 0.4188; H 0.3465

The following is a DFT calculation (ωB97M-V/def2-TZVPD) of 2 unconnected molecules or ions with the total composition C3H11N2S.

Element x y z (Å)
C 0.4551 1.2492 -1.7429
C -0.1375 0.5664 -0.5400
C 0.8199 -0.5206 -0.1322
N -0.7879 -1.0428 1.6631
N 0.9436 -1.6611 -0.6675
S -1.3780 -0.5630 3.1027
H 1.2770 1.8275 -1.3759
H -0.3322 1.8083 -2.0729
H 0.9348 0.4114 -2.4028
H -0.1299 1.3591 0.2360
H -1.0525 0.1982 -0.7738
H 1.6351 -0.3210 0.4517
H -1.4785 -1.6518 1.1920
H -0.5604 0.4843 3.4184
H 0.1363 -2.0065 -1.1428
H 1.6403 -2.3332 -0.3228
H -2.4526 0.5309 2.8878

The lowest unoccupied orbital energy is -3.70 eV. As for the net charge: +1. The calculation puts the total energy at -17094.7922 eV. For the HOMO energy, the calculation gives -12.53 eV. As for the maximum force: 0.0893 Eh/bohr. As for the multiplicity: 1. The calculation puts the gap between HOMO and LUMO at 0.324 hartree.

The molecule's Mulliken atomic charges, reported in e, are given here: C -1.1417; C -0.1591; C -0.3723; N -0.5153; N -0.1733; S -0.0507; H 0.3584; H 0.3906; H 0.2930; H 0.2330; H 0.3969; H 0.5120; H 0.2176; H 0.2438; H 0.2827; H 0.2797; H 0.2047

The following is a DFT calculation (ωB97M-V/def2-TZVPD) of C3H6N4O in the gas phase.

Element x y z (Å)
C 1.8476 -0.3793 -0.2306
N 0.6146 -1.0343 -0.0139
C -0.4633 -0.5688 -0.1295
C -1.8810 -1.1968 0.0254
N -2.7297 -0.3188 -0.0624
O -2.1213 0.8128 -0.3286
N -0.7495 0.6620 -0.3239
N -0.0094 1.8064 0.1740
H 2.7979 -1.0970 -0.1274
H 2.0475 0.4586 0.5251
H 1.7420 0.1208 -1.1063
H -1.8855 -2.2889 0.5420
H -0.2958 1.2848 1.2729
H 1.0860 1.7384 -0.2167

The SMILES is C/N=c1/cnon1N. The lowest unoccupied orbital energy is 0.38 eV. The calculation puts the total energy at -11207.8277 eV. For the HOMO energy, the calculation gives -8.67 eV. As for the maximum force: 0.1670 Eh/bohr. As for the multiplicity: 1. The calculation puts the gap between HOMO and LUMO at 0.332 hartree.

The molecule's Mulliken atomic charges, reported in e, are given here: C -1.1820; N -0.5018; C 0.5256; C -0.0106; N -0.3020; O -0.1760; N 0.2566; N -0.6433; H 0.2256; H 0.2878; H 0.5667; H 0.2930; H 0.3146; H 0.3456

The following is a DFT calculation (ωB97M-V/def2-TZVPD) of 2 unconnected molecules or ions with the total composition C3H9BrFNO3S.

Element x y z (Å)
C -0.8983 -0.4158 2.2362
C -1.8616 -0.0961 1.0851
O -1.2374 -0.3378 -0.1837
C -0.5975 0.7469 -0.7055
N 0.8785 0.4996 -0.8643
S 1.3366 -0.7486 -2.0435
O 0.5102 -1.8703 -1.9619
O 1.3848 -0.1389 -3.3008
F 2.6584 -0.9886 -1.4271
H -0.4884 0.4993 2.6414
H -0.1080 -1.0359 1.8343
H -1.4086 -1.0001 2.9858
H -2.6738 -0.8063 1.1324
H -2.3127 0.8876 1.1526
H -1.0281 1.0526 -1.6520
H -0.6800 1.5982 -0.0355
H 1.3038 1.3684 -1.2062
H 1.3681 0.3039 0.0365
Br 3.8540 0.4821 0.2762

The lowest unoccupied orbital energy is -0.09 eV. The calculation puts the total energy at -94481.9078 eV. For the HOMO energy, the calculation gives -7.82 eV. As for the maximum force: 0.0379 Eh/bohr. As for the multiplicity: 1. The calculation puts the gap between HOMO and LUMO at 0.284 hartree.

The molecule's Mulliken atomic charges, reported in e, are given here: C -1.0680; C -0.3440; O -0.3301; C -0.6660; N -0.1737; S 1.1219; O -0.4592; O -0.5142; F -0.0496; H 0.3032; H 0.3147; H 0.3567; H 0.3235; H 0.4197; H 0.3293; H 0.5034; H 0.4014; H 0.2753; Br -0.7442

The following is a DFT calculation (ωB97M-V/def2-TZVPD) of C6H8N6 in the gas phase.

Element x y z (Å)
C -2.1958 1.1642 0.0092
N -0.7186 0.8354 -0.2165
C -0.0214 1.1070 -1.3233
C 1.1390 0.3829 -1.2135
N 1.1163 -0.3970 -0.0053
C -0.0274 -0.1186 0.5787
C -0.5690 -0.9003 1.8308
C 0.4983 -1.4454 2.7045
N 0.5684 -1.7490 3.9567
N 1.7821 -2.0697 4.2959
N 2.5204 -2.1477 3.3160
N 1.8204 -1.5876 2.3074
H -2.6353 0.2235 0.3018
H -2.2447 1.9287 0.8210
H -2.8245 1.5037 -0.8827
H -0.1796 1.7622 -2.1444
H 1.9834 0.3530 -1.8959
H -1.2847 -1.6674 1.5153
H -1.0994 -0.1849 2.4302
H 2.1070 -1.3249 1.4242

The SMILES is Cn1ccnc1Cc1nnn[nH]1. The lowest unoccupied orbital energy is 0.42 eV. The calculation puts the total energy at -15290.0778 eV. For the HOMO energy, the calculation gives -9.27 eV. As for the maximum force: 0.0932 Eh/bohr. As for the multiplicity: 1. The calculation puts the gap between HOMO and LUMO at 0.356 hartree.

The molecule's Mulliken atomic charges, reported in e, are given here: C -0.8074; N 0.0753; C -0.1830; C -0.6247; N -0.5180; C 0.3175; C -0.2718; C 0.2975; N -0.3766; N -0.3389; N -0.7333; N 0.3835; H 0.3148; H 0.2758; H 0.3104; H 0.4173; H 0.4202; H 0.3230; H 0.3268; H 0.3916

The following is a DFT calculation (ωB97M-V/def2-TZVPD) of 2 unconnected molecules or ions with the total composition H4O2.

Element x y z (Å)
O -0.8494 -0.5970 -0.8493
H -1.1052 -1.4756 -0.5351
H -0.2741 -0.3334 -0.1273
O 0.7365 0.5822 0.7384
H 0.6185 1.4887 1.0275
H 1.6636 0.4394 0.5226

The SMILES is O.O. The lowest unoccupied orbital energy is 0.66 eV. The calculation puts the total energy at -4159.7459 eV. For the HOMO energy, the calculation gives -10.60 eV. As for the maximum force: 0.0257 Eh/bohr. As for the multiplicity: 1. The calculation puts the gap between HOMO and LUMO at 0.414 hartree.

The molecule's Mulliken atomic charges, reported in e, are given here: O -0.6619; H 0.3195; H 0.3799; O -0.6712; H 0.3115; H 0.3223

The following is a DFT calculation (ωB97M-V/def2-TZVPD) of C4H6BrN3 in the gas phase.

Element x y z (Å)
C 0.3418 -1.5987 -0.4329
N 0.5788 -0.1620 -0.4450
N 1.5879 0.4844 -1.0268
C 1.4437 1.7122 -0.5739
N 0.3738 1.8823 0.2788
C -0.1805 0.6850 0.2727
C -1.3759 0.2345 0.9471
Br -2.9234 -0.1159 -0.2791
H 0.8134 -2.0976 0.4577
H -0.6328 -1.8388 -0.2886
H 0.7725 -2.0796 -1.3161
H 2.1842 2.5283 -0.7080
H -1.8436 1.0379 1.6149
H -1.1399 -0.6720 1.4993

The SMILES is Cn1ncnc1CBr. The lowest unoccupied orbital energy is 0.30 eV. The calculation puts the total energy at -78757.4726 eV. For the HOMO energy, the calculation gives -9.83 eV. As for the maximum force: 0.0782 Eh/bohr. As for the multiplicity: 1. The calculation puts the gap between HOMO and LUMO at 0.372 hartree.

The molecule's Mulliken atomic charges, reported in e, are given here: C -0.8225; N 0.7889; N -0.9461; C -0.0819; N -0.6699; C 0.6647; C -0.8433; Br -0.1255; H 0.3291; H 0.3036; H 0.2905; H 0.3851; H 0.3493; H 0.3782

The following is a DFT calculation (ωB97M-V/def2-TZVPD) of C7H8O in the gas phase.

Element x y z (Å)
C 2.2568 -0.7598 -0.0546
C 1.0040 -0.1488 0.0319
C 0.6194 1.0970 0.7352
C -0.6502 1.4080 0.2833
C -1.1899 0.6577 -0.6982
C -1.4264 -0.7903 -0.1521
O -1.5160 -1.2580 1.1226
C -0.2093 -0.4365 -0.7494
H 2.4110 -1.7248 -0.4628
H 3.1510 -0.2846 0.4001
H 1.4164 1.4631 1.3337
H -1.1240 2.4521 0.6531
H -1.7977 1.2452 -1.3725
H -2.0415 -1.1871 -1.0548
H -0.8407 -0.9200 1.7108
H -0.0629 -0.8131 -1.7262

The SMILES is C=C1C=C[C@@H]2[C@H](O)[C@H]12. The lowest unoccupied orbital energy is 0.63 eV. The calculation puts the total energy at -9431.8028 eV. For the HOMO energy, the calculation gives -7.86 eV. As for the maximum force: 0.1981 Eh/bohr. As for the multiplicity: 1. The calculation puts the gap between HOMO and LUMO at 0.312 hartree.

The molecule's Mulliken atomic charges, reported in e, are given here: C -1.0322; C 0.2975; C -0.7432; C -0.2911; C -0.4259; C 0.0675; O -0.5524; C -0.0024; H 0.3132; H 0.2304; H 0.4274; H 0.2441; H 0.3948; H 0.2421; H 0.3652; H 0.4652

Q: The highest maximum force belongs to which entry?
A: C7H8O

Q: Among the records above, which one has the highest multiplicity?
A: C51H51BFIrN8O4P

Q: The highest total energy belongs to which entry?
A: H4O2